Entry 1:
C20H51N3O7 | ωB97M-V/def2-TZVPD

Structure (XYZ):
```
81
Properties=species:S:1:pos:R:3:forces:R:3
C -1.266 -1.558 9.401 -1.7 -0.1 -1.1
O -1.483 -2.354 8.230 -0.6 0.2 1.7
C -0.405 -2.453 7.376 -0.2 -1.4 0.4
C -0.870 -3.214 6.170 0.1 -0.6 1.9
N 0.014 -3.024 5.093 -0.1 1.3 0.0
C -0.593 -3.554 3.925 0.7 -0.4 -0.7
C 0.405 -3.411 2.771 2.5 1.1 8.7
O -0.007 -3.703 1.661 -4.5 -2.2 -10.3
C -0.882 -2.743 1.042 -0.2 -1.6 -0.6
H -1.272 -0.508 9.118 0.0 0.3 0.1
H -0.403 -1.770 9.965 1.6 -0.6 0.3
H -2.097 -1.783 10.066 -0.2 0.2 -0.1
H 0.422 -2.955 7.867 0.5 -0.3 0.2
H -0.059 -1.528 7.069 0.7 2.3 -0.7
H -1.858 -2.845 5.946 -0.4 0.1 -0.3
H -0.947 -4.275 6.486 -0.3 0.1 -0.3
H 0.918 -3.396 5.334 0.2 -0.3 -0.5
H -1.525 -3.010 3.680 0.4 -0.2 0.3
H -0.844 -4.593 4.136 -0.3 -0.5 -0.6
H 1.288 -3.990 2.966 0.6 -0.8 0.6
H 0.782 -2.438 2.826 0.7 2.4 0.4
H -0.316 -2.002 0.524 0.8 0.9 0.1
H -1.545 -2.271 1.795 0.0 -0.4 -0.7
H -1.344 -3.280 0.168 -0.3 0.4 1.3
C 3.678 -4.250 1.225 0.7 -1.9 0.3
O 3.734 -3.468 0.133 1.1 2.6 -2.2
C 2.490 -2.985 -0.331 0.3 -1.8 0.0
C 2.620 -1.937 -1.358 1.0 0.3 -0.8
N 1.358 -1.212 -1.564 0.0 0.3 -0.8
C 1.587 0.112 -2.174 0.2 -0.7 -1.9
C 2.031 1.104 -1.129 -5.7 -6.1 3.0
O 2.584 2.179 -1.375 5.9 8.1 -3.9
C 3.889 1.993 -2.033 0.0 1.6 0.2
H 3.454 -3.738 2.128 -0.5 0.7 1.0
H 4.678 -4.687 1.350 -0.2 -0.1 0.0
H 2.969 -5.044 1.022 -0.4 -0.6 0.5
H 1.969 -2.541 0.482 -0.9 -0.1 1.0
H 2.040 -3.889 -0.762 -1.0 0.4 0.3
H 3.112 -2.415 -2.248 -1.1 0.7 0.1
H 3.371 -1.256 -1.001 0.7 0.6 0.3
H 0.919 -0.975 -0.668 0.4 -0.6 -0.2
H 0.706 0.438 -2.775 0.0 0.0 1.1
H 2.281 0.071 -3.021 0.6 -0.6 0.3
H 2.513 0.724 -0.272 1.2 -2.4 1.0
H 1.081 1.302 -0.638 -0.7 0.6 0.2
H 4.585 2.861 -1.789 -1.2 -1.0 -0.2
H 3.726 1.943 -3.111 0.1 0.2 0.0
H 4.408 1.074 -1.764 -0.3 -0.2 0.5
C -2.495 0.734 -0.481 0.8 -1.0 1.0
O -1.512 1.354 -1.289 0.0 -0.2 0.7
C -1.979 2.584 -1.791 -0.8 0.3 0.3
C -1.017 3.094 -2.862 0.2 0.9 1.4
N -1.428 4.384 -3.370 0.1 0.8 1.0
C -0.754 4.782 -4.610 0.1 -2.4 0.1
C -1.099 6.151 -4.943 -5.0 -2.5 -4.7
O -0.622 7.057 -4.215 4.1 5.1 5.4
C -0.831 8.410 -4.558 0.9 -0.5 0.4
H -2.024 -0.183 -0.118 0.0 0.1 0.0
H -3.389 0.390 -0.990 -0.2 0.5 -0.5
H -2.758 1.274 0.439 0.1 0.5 -0.4
H -2.309 3.216 -0.929 0.9 0.2 -0.7
H -2.905 2.347 -2.302 -0.5 0.3 -0.4
H -1.078 2.338 -3.579 -0.1 -1.0 -1.8
H 0.036 3.144 -2.576 0.1 -0.3 0.6
H -1.133 5.048 -2.609 -0.5 -0.5 -1.2
H -1.054 4.118 -5.463 -0.2 0.5 0.8
H 0.301 4.608 -4.536 1.1 0.2 0.1
H -2.211 6.147 -4.779 0.0 -0.1 -0.9
H -0.901 6.380 -6.008 -0.1 -0.4 -0.2
H 0.003 8.974 -4.092 -0.7 -0.2 -0.4
H -1.785 8.772 -4.223 -0.6 0.2 0.4
H -0.828 8.488 -5.632 0.3 0.3 -0.7
C -2.158 -1.917 -2.323 0.6 -2.6 2.7
C -1.931 -1.288 -3.610 -1.8 -1.7 -0.6
O -2.230 0.014 -3.510 -0.3 3.4 -0.9
H -1.893 -2.993 -2.408 -0.1 0.4 0.2
H -3.169 -1.877 -1.909 -0.1 0.2 -0.5
H -1.503 -1.514 -1.529 0.0 -0.1 -0.6
H -2.695 -1.692 -4.283 0.5 -0.2 -0.5
H -0.948 -1.525 -3.928 1.2 -0.1 -0.8
H -1.595 0.433 -2.928 0.1 0.2 0.5
```
Forces are in eV/Å.

Values from the calculation:
**Lowest unoccupied orbital energy**: 0.747 eV
**2S+1**: 1
**Energy relative to the best compared isomer or geometry (same formula, charge and spin)**: 90.5 kcal/mol
**Electronic energy**: -1483.22406 a.u.
**SMILES string**: COCCNCCOC.COCCNCCOC.COCCNCCOC.CCO

***

Entry 2:
C20H52LuNO2P2Si4 | ωB97M-V/def2-TZVPD

Structure (XYZ):
```
82
Properties=species:S:1:pos:R:3:forces:R:3
C 1.014 -1.577 -5.509 -0.4 -0.5 -1.5
C 1.086 -1.179 -4.168 0.5 0.6 1.4
N -0.098 -1.016 -3.464 -0.3 -0.2 -1.2
C -1.300 -1.295 -4.039 0.4 0.0 -0.2
C -1.394 -1.664 -5.363 -0.8 -0.1 -0.1
C -0.216 -1.803 -6.115 0.9 0.2 0.5
C 2.325 -0.863 -3.500 -0.5 -0.4 -0.3
P 2.350 -0.620 -1.738 3.4 0.3 -1.1
Lu -0.013 -0.481 -1.334 0.9 0.7 2.8
P -2.339 -0.269 -1.589 -4.3 0.9 -1.0
C -2.522 -1.298 -3.129 -0.2 -0.1 0.0
O 1.851 1.911 -4.285 0.3 -0.1 -0.6
O -0.803 2.373 -3.992 0.6 0.2 0.0
H 1.945 -1.705 -6.077 -0.5 0.1 0.3
H -2.380 -1.872 -5.805 0.6 0.1 0.3
H -0.261 -2.104 -7.166 0.0 0.1 0.4
C 3.100 -2.019 -0.853 0.4 -0.3 0.1
C 3.413 0.798 -1.341 0.6 0.1 -0.1
H -3.427 -1.001 -3.683 0.3 -0.1 0.1
H -2.681 -2.334 -2.774 0.1 0.3 -0.1
H 2.063 0.972 -4.024 0.0 0.2 0.0
H 3.253 -1.123 -4.018 -0.3 0.0 0.0
C -3.327 -1.082 -0.314 -0.5 -0.2 0.3
C -3.119 1.317 -1.943 -0.7 0.3 -0.2
H 0.409 1.206 -1.424 -1.1 3.6 -3.7
H -0.700 3.264 -3.623 -0.1 -0.3 -0.1
H 0.139 2.131 -4.217 -0.6 0.2 0.1
H 2.199 1.981 -5.191 -0.2 0.1 0.4
H -0.113 -1.877 -0.941 -0.8 -10.2 2.8
H -0.116 1.036 -2.233 1.9 4.4 1.6
H 4.140 -2.148 -1.183 -0.2 -0.1 0.1
H 3.078 -1.825 0.233 0.0 -0.1 -0.5
H 2.528 -2.935 -1.063 0.2 0.4 0.1
H 4.456 0.558 -1.596 -0.2 0.2 0.1
H 3.089 1.670 -1.931 0.1 -0.3 0.2
H 3.340 1.033 -0.267 0.0 -0.1 -0.5
H -4.184 1.174 -2.185 0.3 0.2 0.0
H -3.028 1.972 -1.060 0.0 -0.3 -0.3
H -2.585 1.781 -2.792 -0.3 -0.2 0.4
H -4.385 -1.133 -0.611 0.2 0.0 0.1
H -2.939 -2.095 -0.124 -0.1 0.4 -0.2
H -3.234 -0.503 0.622 -0.1 -0.3 -0.6
C -3.365 0.583 3.010 -0.4 0.0 -0.2
Si -1.884 -0.595 3.000 0.2 -0.1 0.4
C -1.579 -0.645 4.854 0.1 0.0 0.3
C -2.310 -2.421 2.779 -0.4 -0.2 -0.3
Si -0.122 0.126 1.611 0.0 -0.5 -0.5
Si 0.048 2.359 1.960 0.0 -0.2 0.4
C 0.078 2.747 3.787 0.0 0.6 0.1
C 1.581 3.049 1.153 0.2 0.3 0.0
C -1.414 3.215 1.180 -0.1 0.4 -0.1
Si 1.698 -0.875 2.702 0.0 0.0 0.4
C 1.816 -0.750 4.577 -0.1 -0.2 0.4
C 1.646 -2.726 2.372 0.2 -0.2 -0.1
C 3.402 -0.146 2.367 0.4 -0.1 -0.4
H -4.146 0.143 3.657 0.2 0.2 -0.2
H -3.820 0.824 2.043 0.0 0.0 0.1
H -3.038 1.532 3.466 -0.1 -0.3 -0.1
H -2.545 -0.826 5.354 0.2 0.2 -0.2
H -0.964 -1.519 5.099 0.1 0.4 0.1
H -1.145 0.292 5.227 0.0 -0.4 0.2
H -2.570 -2.717 1.761 0.0 -0.1 0.2
H -1.447 -3.031 3.079 -0.2 0.2 0.0
H -3.157 -2.678 3.437 0.2 0.0 -0.1
H 0.961 2.284 4.253 -0.3 0.1 0.0
H 0.138 3.843 3.917 0.0 -0.3 0.2
H -0.842 2.378 4.264 0.4 0.1 0.0
H 1.548 2.847 0.070 0.2 0.1 0.3
H 1.608 4.140 1.322 0.1 -0.4 -0.2
H 2.483 2.596 1.589 -0.1 0.2 -0.2
H -1.386 3.040 0.093 -0.1 0.1 0.3
H -2.355 2.835 1.603 0.2 0.2 -0.2
H -1.335 4.300 1.376 -0.2 -0.3 -0.2
H 1.046 -1.334 5.086 0.0 0.3 0.1
H 2.774 -1.201 4.889 -0.1 0.2 -0.2
H 1.797 0.298 4.906 -0.1 -0.3 0.1
H 1.563 -2.953 1.301 0.0 -0.1 0.3
H 2.554 -3.197 2.791 -0.3 0.0 -0.2
H 0.769 -3.157 2.877 0.2 0.1 -0.1
H 3.734 -0.192 1.329 0.1 0.2 0.1
H 3.425 0.897 2.715 0.1 -0.3 -0.1
H 4.142 -0.718 2.952 -0.2 0.2 -0.1
```
Forces are in eV/Å.

Values from the calculation:
**Lowest unoccupied orbital energy**: -0.715 eV
**2S+1**: 1
**Electronic energy**: -4074.48628 a.u.